{"formula": "C4H7ClN2", "method": "the ωB97M-V functional and the def2-TZVPD basis", "e_lumo_ev": 0.83, "smiles": "C[C@H]1C=N[C@@H](Cl)N1", "homo_ev": -9.47, "elements": ["C", "C", "C", "C", "N", "N", "Cl", "H", "H", "H", "H", "H", "H", "H"], "coordinates": [[-0.7192, 0.9407, 0.4713], [0.6341, 0.2673, 0.2070], [-1.3722, -1.1254, 0.8623], [1.2785, 0.7743, -1.1344], [-1.6846, 0.2024, 0.7119], [0.3776, -1.1369, 0.4564], [-2.2310, -2.1483, -0.3907], [-0.7985, 1.9051, 0.3642], [1.1624, 0.6502, 1.1697], [-1.3711, -1.5325, 1.9235], [1.5036, 1.8408, -1.1754], [0.5313, 0.6659, -1.8956], [2.3809, 0.3339, -1.1878], [0.3083, -1.6376, -0.3822]], "atomic_forces_ev_per_a": [[2.2, -4.7, -1.0], [-0.1, 1.7, 2.2], [3.8, -1.3, -0.6], [2.1, -0.8, 2.0], [-2.3, 0.2, 1.1], [-2.7, 0.5, 1.5], [0.5, 0.5, 1.2], [-0.6, 5.4, -0.4], [0.1, -0.4, -1.7], [-0.6, 0.3, -1.7], [-0.3, 0.2, 0.7], [0.3, -0.9, -1.0], [-2.7, 0.3, -0.7], [0.3, -0.9, -1.6]], "lowdin_charge": [-0.109, -0.410, -0.597, -0.051, 0.006, 0.017, 0.540, 0.069, 0.156, 0.123, 0.060, 0.063, 0.121, 0.012]}